The following is a DFT calculation (ωB97M-V/def2-TZVPD) of a cluster of 2 separate species, C3H4BrO3 in total at a distorted geometry.

## Properties
energy above the lowest of the compared OMol25 structures with the same formula, charge and spin	312.7	kJ/mol
frontier orbital gap	0.252	hartree
lowest unoccupied orbital energy	3.66	eV
net charge	-1
2S+1	1

Last column: natural (NBO) charge in e.
Positions of all 11 atoms, in Å:
C 1.5057 -1.3946 0.9097  1.05
C -1.1020 -0.1468 -1.0172  -0.24
C 0.5374 0.9795 0.2826  -0.25
O 0.9183 -1.4983 1.8873  -0.54
O 2.1744 -1.3542 0.0008  -0.55
O -0.4763 1.0800 -0.7816  -0.62
Br -0.6520 1.7112 2.0143  -0.44
H -1.0246 -0.8088 -0.1600  0.18
H -0.7654 -0.6983 -1.9268  0.15
H -2.2015 0.1341 -1.1756  0.16
H 1.0861 1.9963 -0.0336  0.11

Forces on atoms 1 to 2 (eV/Å):
C -1.279 1.092 1.716
C -2.064 0.477 -0.563